C11H12AlBCaCl2F5LiNaO11S as an isolated structure in a non-equilibrium geometry. Source: the OMol25 dataset; level of theory: ωB97M-V/def2-TZVPD.

Computed properties:
Net charge ... +1
Orbital gap ... 2.4 eV
HOMO energy ... -7.8792 eV
LUMO energy ... -5.5087 eV

Last column: Mulliken charge in e.
Geometry (Å):
O1 5.60193 -0.29233 -0.08522  -0.53
C1 4.41373 -0.54986 -0.05595  0.31
O2 3.92888 -1.82290 -0.51539  -0.31
C2 2.73322 -2.04804 0.04990  0.37
O3 1.85200 -2.74914 -0.48631  -0.62
C3 2.53241 -1.02957 1.04654  0.27
C4 1.48562 -1.04262 2.05399  -0.09
C5 0.12711 -1.43301 1.52332  -0.20
C6 -0.37906 -0.56834 0.36423  0.80
F1 0.07195 0.65177 0.36717  -0.14
F2 -1.75331 -0.48017 0.49638  -0.30
F3 -0.19028 -1.14590 -0.83858  -0.27
C7 3.43868 -0.01841 0.83768  0.06
S1 3.36690 1.49264 1.69240  -0.20
H1 1.48180 -0.17950 2.72334  0.79
H2 1.85526 -1.86637 2.75551  -0.36
H3 0.07892 -2.45764 1.20629  -0.47
H4 -0.60074 -1.29506 2.32368  0.51
H5 2.81780 2.22788 0.71555  0.14
Cl1 6.93907 0.48207 -1.57987  -0.34
Al1 2.56602 -3.06029 3.84866  0.39
O4 5.43329 -4.14464 4.02150  -0.56
H6 6.13639 -4.21831 3.36559  0.32
H7 5.78472 -4.58344 4.80366  0.30
O5 -0.67821 6.37558 -0.62535  -0.43
C8 0.47960 6.20339 -0.30203  -0.12
C9 0.82993 4.33157 -0.92046  -0.15
O6 1.98130 4.05359 -0.64319  -0.39
H8 0.77609 6.06729 0.75314  0.24
H9 1.30854 6.70751 -0.83489  0.28
H10 0.57144 4.36144 -2.00111  0.36
H11 0.02099 3.75756 -0.42977  0.17
Na1 -0.58172 -3.89848 0.10674  0.94
Cl2 0.75402 2.78858 2.22495  -0.77
B1 -5.96215 -0.77313 -1.26867  1.14
O7 -5.02791 -1.16229 -0.18720  -0.69
C10 -4.31787 -2.24168 -0.60144  0.75
O8 -3.48448 -2.79026 0.03638  -0.54
C11 -4.77333 -2.59050 -2.03411  0.45
O9 -4.35501 -3.46306 -2.70714  -0.44
O10 -5.74050 -1.69784 -2.38039  -0.66
F4 -5.68475 0.55760 -1.73287  -0.48
F5 -7.25812 -0.83822 -0.78463  -0.37
Ca1 -4.59812 0.72368 -3.69344  1.56
O11 -3.59534 2.21660 -6.50052  -0.83
H12 -3.62171 2.56735 -7.39513  0.17
Li1 -6.76502 -1.12510 1.28706  0.93



C11H12BF2S3W as an isolated structure. Source: the OMol25 dataset; level of theory: ωB97M-V/def2-TZVPD.

Computed properties:
Net charge ... +1
Energy above the lowest of the compared OMol25 structures with the same formula, charge and spin ... 0.0 kcal per mole
Orbital gap ... 6.5 eV
HOMO energy ... -12.0387 eV
LUMO energy ... -5.5576 eV

Last column: Mulliken charge in e.
Geometry (Å):
W1 -1.20302 -1.36448 1.77692  0.59
S1 -0.78006 -0.82524 4.26418  -0.14
C1 -1.97136 -1.78160 3.87265  0.67
S2 0.38150 -2.49266 1.08981  -0.06
S3 -3.03954 -2.62449 3.07403  -0.14
F1 -3.78271 -1.18105 0.02951  -0.17
B1 -2.58426 -1.75172 0.02884  0.54
F2 -2.29519 -2.58640 -0.94156  -0.18
C2 -0.59748 2.43778 -0.19335  -1.71
C3 -0.51185 0.91961 -0.44502  2.51
C4 -1.32040 0.59991 -1.71457  -2.27
C5 -1.21281 0.21527 0.69022  -1.17
C6 0.94341 0.46251 -0.52435  -0.21
C7 1.44164 -0.25403 -1.60314  -0.06
C8 2.76689 -0.68120 -1.61949  -0.86
C9 3.60786 -0.39321 -0.56017  -0.46
C10 3.11982 0.32875 0.52352  -0.92
C11 1.80231 0.74860 0.53844  0.09
H1 -1.63915 2.76321 -0.17118  0.47
H2 -0.08988 2.96357 -1.00123  0.44
H3 -0.12348 2.72774 0.74283  0.36
H4 -2.36135 0.90193 -1.58833  0.40
H5 -1.28937 -0.45859 -1.96966  0.48
H6 -0.91066 1.16485 -2.55199  0.52
H7 -2.14315 0.74291 0.99783  0.34
H8 0.80938 -0.49257 -2.44684  0.35
H9 3.13772 -1.23848 -2.46950  0.41
H10 4.63828 -0.72155 -0.57841  0.43
H11 3.77039 0.56827 1.35452  0.40
H12 1.43652 1.30237 1.39548  0.32



C11H12Br2 as an isolated structure in a non-equilibrium geometry. Source: the OMol25 dataset; level of theory: ωB97M-V/def2-TZVPD.

Computed properties:
Orbital gap (spin up / spin down) ... 5.4 / 6.5 eV
HOMO energy (spin up / spin down) ... -4.8805 / -9.2958 eV
Spin multiplicity ... 3
LUMO energy (spin up / spin down) ... 0.5675 / -2.8103 eV
⟨S²⟩ ... 2.0065

Last column: Mulliken charge in e.
Geometry (Å):
C1 -3.01727 0.75651 1.02139  -0.88
C2 -2.75165 -0.55099 0.65253  -0.15
C3 -1.89933 1.60171 1.00122  -0.29
C4 -1.50740 -0.96795 0.24999  -0.79
C5 -0.60873 1.19830 0.71809  0.54
C6 -0.43308 -0.10530 0.18828  -0.24
C7 0.64425 2.11239 0.68403  -0.92
C8 0.95933 -0.17192 -0.56912  1.89
C9 1.50646 1.43304 -0.39670  -0.20
C10 0.50720 -0.34906 -2.02362  -1.91
C11 1.91491 -1.29786 -0.24239  -1.75
Br1 3.40214 1.37959 0.30291  -0.12
Br2 1.63885 2.67114 -1.86650  -0.02
H1 -4.00084 1.26296 1.09028  0.35
H2 -3.60514 -1.32243 0.67358  0.27
H3 -2.09431 2.68469 1.05108  0.29
H4 -1.46504 -1.93162 -0.11145  0.49
H5 0.44986 3.15297 0.47235  0.44
H6 1.18613 2.05507 1.65491  0.37
H7 1.30418 0.11695 -2.61297  0.55
H8 -0.42737 0.12382 -2.18220  0.42
H9 0.37172 -1.41658 -2.29449  0.37
H10 2.76451 -1.40499 -0.99755  0.37
H11 1.27833 -2.21092 -0.36989  0.40
H12 2.22303 -1.26554 0.75379  0.53



Please write out number 2 again, unchanged.
C11H12BF2S3W as an isolated structure. Source: the OMol25 dataset; level of theory: ωB97M-V/def2-TZVPD.

Computed properties:
Net charge ... +1
Energy above the lowest of the compared OMol25 structures with the same formula, charge and spin ... 0.0 kcal per mole
Orbital gap ... 6.5 eV
HOMO energy ... -12.0387 eV
LUMO energy ... -5.5576 eV

Last column: Mulliken charge in e.
Geometry (Å):
W1 -1.20302 -1.36448 1.77692  0.59
S1 -0.78006 -0.82524 4.26418  -0.14
C1 -1.97136 -1.78160 3.87265  0.67
S2 0.38150 -2.49266 1.08981  -0.06
S3 -3.03954 -2.62449 3.07403  -0.14
F1 -3.78271 -1.18105 0.02951  -0.17
B1 -2.58426 -1.75172 0.02884  0.54
F2 -2.29519 -2.58640 -0.94156  -0.18
C2 -0.59748 2.43778 -0.19335  -1.71
C3 -0.51185 0.91961 -0.44502  2.51
C4 -1.32040 0.59991 -1.71457  -2.27
C5 -1.21281 0.21527 0.69022  -1.17
C6 0.94341 0.46251 -0.52435  -0.21
C7 1.44164 -0.25403 -1.60314  -0.06
C8 2.76689 -0.68120 -1.61949  -0.86
C9 3.60786 -0.39321 -0.56017  -0.46
C10 3.11982 0.32875 0.52352  -0.92
C11 1.80231 0.74860 0.53844  0.09
H1 -1.63915 2.76321 -0.17118  0.47
H2 -0.08988 2.96357 -1.00123  0.44
H3 -0.12348 2.72774 0.74283  0.36
H4 -2.36135 0.90193 -1.58833  0.40
H5 -1.28937 -0.45859 -1.96966  0.48
H6 -0.91066 1.16485 -2.55199  0.52
H7 -2.14315 0.74291 0.99783  0.34
H8 0.80938 -0.49257 -2.44684  0.35
H9 3.13772 -1.23848 -2.46950  0.41
H10 4.63828 -0.72155 -0.57841  0.43
H11 3.77039 0.56827 1.35452  0.40
H12 1.43652 1.30237 1.39548  0.32